DFT (ωB97M-V/def2-TZVPD) results for a structure of composition C42H85I3O8P.

Cartesian coordinates (Å):
C 1.1701 1.0885 -0.2912
C 0.0222 0.4670 0.4953
C 0.5187 -0.3192 1.7070
C 1.2449 -1.6130 1.3829
P 0.3782 -3.2387 1.9741
C 0.9535 -4.2482 0.3872
I 1.9303 -6.0916 0.9880
C 0.8800 -4.0294 -0.9028
C 1.3941 -4.9028 -2.0002
I -0.1002 -2.3090 -1.6002
C -1.3742 -2.7785 1.2065
I -2.7228 -2.3189 2.9141
C -2.1309 -3.9027 0.5049
C -3.3243 -3.3590 -0.2883
H 0.8921 1.2381 -1.3240
H 2.0632 0.5036 -0.1787
H 1.3523 2.0645 0.1203
H -0.5523 1.2869 0.9097
H -0.6643 -0.0993 -0.1165
H -0.3283 -0.4489 2.3674
H 1.1875 0.3628 2.2131
H 2.1130 -1.6165 2.0262
H 1.6794 -1.6546 0.3901
H -0.2406 -4.4795 2.4616
H 0.0416 -2.5214 3.1861
H 1.6222 -3.6767 2.6074
H 2.4668 -4.9666 -1.9872
H 1.0846 -4.5048 -2.9527
H 0.9387 -5.8686 -1.9239
H -1.4450 -1.8491 0.6607
H -1.5317 -4.4623 -0.1985
H -2.5015 -4.5653 1.2619
H -3.8685 -2.6058 0.2508
H -2.9061 -2.9205 -1.1797
H -3.9344 -4.1982 -0.5875
C -2.2769 1.6032 -4.4776
C -2.3454 2.7142 -3.4304
C -2.0467 1.9480 -2.1476
O -1.1828 0.8724 -2.5137
C -1.1455 0.7428 -3.9373
H -2.0905 1.9564 -5.4892
H -3.2070 1.0340 -4.4837
H -1.5633 3.4543 -3.6181
H -3.3033 3.2326 -3.3988
H -2.9620 1.5250 -1.7152
H -1.5578 2.5599 -1.3877
H -0.1700 1.0975 -4.2900
H -1.2491 -0.3070 -4.2076
C 4.8074 1.5998 3.6443
C 5.9006 1.2424 2.6394
C 5.0914 1.0392 1.3689
O 3.9581 1.9129 1.4612
C 3.8534 2.4231 2.7873
H 5.1693 2.1446 4.5169
H 4.3098 0.6912 3.9910
H 6.5877 2.0852 2.5163
H 6.4836 0.3680 2.9144
H 4.7222 0.0103 1.2926
H 5.6582 1.2724 0.4688
H 4.1441 3.4818 2.7746
H 2.8164 2.3528 3.1203
C 9.1649 -0.9699 6.1421
C 10.2595 -1.3179 5.1367
C 9.4514 -1.5280 3.8627
O 8.3170 -0.6648 3.9561
C 8.2082 -0.1515 5.2856
H 9.5239 -0.4245 7.0133
H 8.6735 -1.8812 6.4889
H 10.9390 -0.4706 5.0167
H 10.8500 -2.1904 5.4117
H 9.0937 -2.5599 3.7842
H 10.0132 -1.2875 2.9591
H 8.4934 0.9067 5.2713
H 7.1721 -0.2253 5.6162
C -3.8266 -2.5697 -7.3385
C -2.7852 -2.1160 -8.3580
C -2.5021 -0.6919 -7.8977
O -2.6913 -0.6781 -6.4828
C -3.3310 -1.8912 -6.0689
H -3.9021 -3.6506 -7.2367
H -4.8109 -2.1833 -7.6132
H -1.8844 -2.7265 -8.2672
H -3.1274 -2.1666 -9.3907
H -3.2057 0.0186 -8.3475
H -1.4870 -0.3659 -8.1283
H -2.5926 -2.5101 -5.5492
H -4.1345 -1.6551 -5.3712
C 10.2429 1.6828 -1.1116
C 9.8141 3.1251 -1.3678
C 8.2957 3.0035 -1.3462
O 7.9889 1.9379 -0.4466
C 9.1788 1.2156 -0.1269
H 11.2541 1.5865 -0.7187
H 10.1800 1.1051 -2.0363
H 10.1523 3.7654 -0.5498
H 10.1922 3.5388 -2.3015
H 7.9030 2.7440 -2.3352
H 7.8017 3.9142 -1.0070
H 9.4595 1.4533 0.9055
H 8.9790 0.1460 -0.1919
C -4.0109 1.5917 0.6043
C -3.3263 1.4874 -0.7558
C -4.3728 2.0971 -1.6787
O -5.0811 3.0717 -0.9059
C -4.7438 2.9182 0.4833
H -3.3195 1.5617 1.4432
H -4.7270 0.7749 0.7263
H -2.4180 2.0949 -0.7628
H -3.0543 0.4698 -1.0345
H -5.0893 1.3403 -2.0193
H -3.9376 2.5789 -2.5564
H -4.1007 3.7561 0.7730
H -5.6486 2.9555 1.0848
C -6.8167 4.3158 5.3507
C -7.4284 2.9412 5.0942
C -6.8816 2.6138 3.7114
O -5.6074 3.2541 3.6176
C -5.4459 4.1672 4.7036
H -6.7599 4.5835 6.4047
H -7.3960 5.0848 4.8342
H -7.0531 2.2233 5.8263
H -8.5165 2.9285 5.1327
H -7.5289 3.0151 2.9226
H -6.7583 1.5433 3.5462
H -4.7199 3.7427 5.4053
H -5.0501 5.1103 4.3252
C -7.6677 -0.9937 -1.4535
C -7.8602 -1.9958 -0.3195
C -7.6116 -3.3187 -1.0303
O -6.6735 -3.0513 -2.0734
C -6.5326 -1.6376 -2.2394
H -7.4303 0.0130 -1.1139
H -8.5709 -0.9424 -2.0671
H -7.1033 -1.8360 0.4513
H -8.8412 -1.9463 0.1513
H -8.5318 -3.7058 -1.4849
H -7.2039 -4.0830 -0.3683
H -5.5562 -1.3399 -1.8407
H -6.5607 -1.3961 -3.3029

Output
- HOMO-LUMO gap (eV) = 6.064
- highest occupied orbital energy (eV) = -3.9
- charge = -1
- LUMO level (eV) = 2.12

DFT (ωB97M-V/def2-TZVPD) results for a structure of composition C42H87FeN4O8.

Cartesian coordinates (Å):
Fe 0.0812 -5.2058 1.5565
C -0.2495 -1.5987 3.3050
C 0.1477 -1.7725 1.8386
O 0.0694 -3.2138 1.5520
H -0.2233 -0.5413 3.5680
H 0.3546 -2.0768 4.0761
H -1.2875 -1.9062 3.4315
H 1.1780 -1.4194 1.7934
H -0.4626 -1.1586 1.1763
C 1.5441 3.0350 8.0487
C 0.6047 2.1471 7.2312
C 0.8476 2.1420 5.6899
O 1.3092 0.8557 5.4887
C 1.1045 0.0653 6.4615
O 1.2525 -1.1531 6.3916
O 0.8884 0.7731 7.5155
H 1.3372 2.7782 9.0876
H 1.2176 4.0699 7.9459
H 2.5932 2.9204 7.7758
H -0.4511 2.3371 7.4242
H 1.5374 2.8723 5.2667
H -0.0587 2.2516 5.0942
C -7.5079 0.7316 -0.0595
C -6.2086 -0.0836 0.1126
C -5.0891 0.9578 -0.0893
C -3.6664 0.4651 0.4489
C -3.7265 0.0100 1.8621
C -4.8360 -1.0515 2.1530
N -6.1231 -0.6490 1.4970
O -7.1877 -1.5157 1.8784
C -4.4710 -2.5015 1.7861
C -4.9283 -1.1546 3.6993
C -6.1105 -1.1344 -1.0381
H -7.6515 1.4580 0.7404
H -8.4145 0.1272 -0.0295
H -7.6125 1.2606 -1.0068
H -5.0303 1.4451 -1.0625
H -5.4221 1.7672 0.5603
H -2.8543 1.1911 0.4100
H -3.3295 -0.3391 -0.2053
H -3.8870 0.9334 2.4185
H -2.7484 -0.3097 2.2216
H -4.3457 -2.6359 0.7117
H -3.5302 -2.7211 2.2908
H -5.1234 -3.2952 2.1501
H -3.9385 -1.3349 4.1188
H -5.1265 -0.1621 4.1041
H -5.7332 -1.8104 4.0310
H -6.5639 -0.7879 -1.9668
H -6.6603 -1.9528 -0.5733
H -5.0562 -1.3747 -1.1753
H -7.6023 -1.0380 2.6007
C -2.5662 -1.5371 -6.3801
C -3.0645 -0.8549 -5.1389
C -3.8790 -1.9886 -4.3669
C -3.0684 -3.0606 -3.6081
C -2.0369 -2.2396 -2.7311
C -1.2586 -1.1383 -3.3812
N -2.1875 -0.2393 -4.1195
O -1.5456 0.8318 -4.6373
C -0.4856 -0.2677 -2.2330
C -0.1073 -1.8063 -4.2565
C -4.1459 0.2773 -5.4134
H -3.2503 -1.4963 -7.2277
H -2.1948 -2.5419 -6.1787
H -1.6396 -0.9861 -6.5412
H -4.6048 -1.5706 -3.6694
H -4.5861 -2.4372 -5.0647
H -2.5889 -3.7609 -4.2920
H -3.6467 -3.6323 -2.8823
H -1.3102 -3.0105 -2.4747
H -2.5133 -1.8657 -1.8248
H -1.1701 0.3394 -1.6406
H 0.0344 -0.9400 -1.5505
H 0.2280 0.4044 -2.7095
H -0.5233 -2.5113 -4.9761
H 0.3389 -0.9883 -4.8221
H 0.7113 -2.2780 -3.7128
H -3.7470 1.0206 -6.1038
H -4.4767 0.7550 -4.4912
H -4.9638 -0.1699 -5.9784
H -2.2488 1.4547 -4.8351
C 4.3494 -2.7258 -3.1061
C 4.1999 -1.6276 -2.0882
C 3.1446 -2.0665 -1.0322
C 3.6214 -3.0557 -0.0241
C 4.8383 -2.5158 0.6937
C 5.9706 -2.1637 -0.2822
N 5.4696 -1.2819 -1.3618
O 6.4640 -0.7618 -2.2397
C 7.0310 -1.2936 0.5075
C 6.6976 -3.3905 -0.8281
C 3.6661 -0.2561 -2.7032
H 4.7011 -3.6788 -2.7111
H 5.0597 -2.4509 -3.8858
H 3.4239 -3.0372 -3.5906
H 2.8466 -1.1365 -0.5481
H 2.2970 -2.5100 -1.5548
H 3.8428 -3.9757 -0.5651
H 2.7638 -3.2044 0.6320
H 5.1393 -3.2638 1.4271
H 4.6451 -1.6768 1.3621
H 6.6394 -0.2975 0.7140
H 7.2623 -1.6336 1.5169
H 7.9716 -1.2051 -0.0362
H 7.3398 -3.0787 -1.6519
H 7.2785 -3.7605 0.0167
H 6.0028 -4.1756 -1.1264
H 3.8972 0.5568 -2.0147
H 2.5773 -0.2706 -2.7536
H 4.1813 0.0448 -3.6154
H 6.3175 0.1847 -2.1755
C 2.3075 1.9056 2.0068
C 1.2869 2.8716 1.3563
C 1.2541 4.3237 2.0212
C 2.4553 5.1822 1.6609
C 2.7249 5.2991 0.1537
C 2.8027 3.9127 -0.5353
N 1.7074 3.0732 -0.0859
O 1.5571 1.8929 -0.8287
C 2.6405 4.1388 -2.0566
C 4.2150 3.3316 -0.1536
C -0.1652 2.3398 1.5152
H 3.3054 2.3032 2.1916
H 2.6089 1.0901 1.3493
H 1.9699 1.3790 2.8994
H 0.3367 4.7031 1.5712
H 1.1889 4.2624 3.1075
H 3.2858 4.7556 2.2234
H 2.3401 6.1359 2.1759
H 3.6579 5.8596 0.0941
H 1.9751 5.8865 -0.3764
H 2.5734 3.2144 -2.6302
H 1.6667 4.5399 -2.3374
H 3.4066 4.7489 -2.5350
H 4.9785 3.9469 -0.6294
H 4.4603 3.2721 0.9068
H 4.3930 2.3148 -0.5038
H -0.2967 1.3471 1.0846
H -0.9005 2.9083 0.9458
H -0.4075 2.3340 2.5780
H 0.6806 1.9773 -1.2111

Output
- HOMO-LUMO gap (spin up / spin down) (eV) = 6.509 / 3.248
- highest occupied orbital energy (spin up / spin down) (eV) = -11.8 / -11.4
- charge = +2
- LUMO level (spin up / spin down) (eV) = -5.33 / -8.15
- 2S+1 = 6

Which calculated total energy belongs to each record? In order, -94887.5272 -101666.3372 eV.